Entry from the OMol25 dataset: a cluster of 7 separate species, C6H26O7 in total in a non-equilibrium geometry (ωB97M-V/def2-TZVPD).

XYZ file:
```
39
C6H26O7 (ωB97M-V/def2-TZVPD)
C 1.35 2.05 -3.02
C 0.16 1.60 -3.85
O 0.56 1.29 -5.20
H 2.17 1.33 -3.11
H 1.01 2.13 -1.99
H 1.76 3.06 -3.12
H -0.47 2.48 -3.87
H -0.27 0.75 -3.32
H 1.23 1.91 -5.50
C 3.47 -0.65 0.20
C 2.67 -0.98 -1.06
O 3.48 -0.86 -2.23
H 4.11 -1.50 0.45
H 2.83 -0.32 1.03
H 4.15 0.18 0.02
H 1.88 -0.25 -1.22
H 2.18 -1.93 -0.91
H 3.04 -1.35 -2.92
C -0.24 0.52 0.64
C -0.87 -0.86 0.96
O -0.34 -1.24 2.21
H -0.60 1.29 1.33
H -0.58 0.72 -0.38
H 0.84 0.59 0.57
H -0.59 -1.60 0.20
H -1.95 -0.92 1.15
H -1.06 -1.23 2.84
O -2.61 -1.16 3.80
H -2.35 -1.70 4.55
H -3.53 -1.39 3.65
O 0.28 -3.71 3.05
H 0.14 -2.81 2.75
H 1.12 -3.96 2.67
O -3.31 1.75 2.59
H -2.56 1.42 3.09
H -4.04 1.73 3.21
O -4.23 0.99 -0.06
H -3.74 1.25 0.72
H -5.09 1.38 0.05
```

## Properties
Total charge = 0
Relative energy (zero: lowest compared OMol25 entry of this formula, charge and spin) = 2.3314 eV
LUMO level = -0.0173 eV
E_tot = -20974.986 eV
HOMO = -10.10 eV

Löwdin population analysis, charges in e, atoms 1 to 4:
1 C -0.107
2 C -0.288
3 O -0.089
4 H 0.064